Record 1
A molecular structure, C49H38F3N5OP2S3Ti. Source: OMol25; level of theory: wB97M-V/def2-TZVPD.

## Properties
**Total charge**: +1
**E_LUMO (spin up / spin down)**: -2.8225 / -3.4004 eV
**Orbital gap (spin up / spin down)**: 7.0 / 6.8 eV
**Electronic energy**: -5265.34068 Ha
**Maximum force**: 2.81 eV/A
**HOMO level (spin up / spin down)**: -9.8 / -10.2 eV
**Spin multiplicity**: 2

Geometry (Å):
Ti1 -1.7186 0.3853 -1.0477
O1 -0.2204 -0.7978 -0.1820
S1 1.1880 -0.2755 0.1119
C1 1.9101 -1.4401 1.2928
C2 2.3597 -2.7033 0.9268
C3 3.0441 -3.4706 1.8501
C4 3.3104 -2.9719 3.1170
C5 2.8403 -1.7274 3.4939
C6 2.1070 -0.9500 2.6011
P1 1.2976 0.6373 3.0896
C7 0.6633 0.1344 4.7358
C8 0.1002 -1.1382 4.8691
C9 -0.5019 -1.5249 6.0548
C10 -0.5719 -0.6378 7.1206
C11 -0.0622 0.6441 6.9819
C12 0.5392 1.0351 5.7926
C13 2.7796 1.6632 3.4009
C14 3.2211 2.4119 2.3092
C15 4.3289 3.2349 2.4271
C16 4.9948 3.3312 3.6406
C17 4.5622 2.5871 4.7286
C18 3.4630 1.7491 4.6104
C19 2.1528 -0.7766 -1.3184
C20 3.5356 -0.8586 -1.1626
C21 4.3177 -1.2731 -2.2218
C22 3.7222 -1.5758 -3.4405
C23 2.3610 -1.4126 -3.6072
C24 1.5492 -0.9935 -2.5489
P2 -0.2469 -0.7161 -2.8939
C25 -0.6894 -2.4551 -3.2763
C26 -1.1500 -3.2324 -2.2123
C27 -1.5093 -4.5546 -2.4136
C28 -1.4170 -5.1157 -3.6787
C29 -0.9123 -4.3663 -4.7297
C30 -0.5365 -3.0460 -4.5285
C31 -0.0337 0.1736 -4.4745
C32 -0.7562 -0.0908 -5.6329
C33 -0.5961 0.7135 -6.7520
C34 0.2572 1.8045 -6.7152
C35 0.9497 2.0980 -5.5489
C36 0.8055 1.2891 -4.4353
H1 2.1873 -3.0850 -0.0713
H2 3.3886 -4.4598 1.5794
H3 3.8886 -3.5635 3.8149
H4 3.0290 -1.3572 4.4939
H5 0.1323 -1.8313 4.0375
H6 -0.9204 -2.5195 6.1437
H7 -1.0322 -0.9430 8.0513
H8 -0.1338 1.3454 7.8034
H9 0.9122 2.0467 5.6879
H10 2.6788 2.3623 1.3707
H11 4.6636 3.8154 1.5772
H12 5.8472 3.9899 3.7410
H13 5.0821 2.6617 5.6751
H14 3.1427 1.1674 5.4648
H15 3.9942 -0.6117 -0.2131
H16 5.3896 -1.3573 -2.1047
H17 4.3284 -1.9224 -4.2669
H18 1.9134 -1.5923 -4.5751
H19 -1.2028 -2.8017 -1.2218
H20 -1.8666 -5.1526 -1.5846
H21 -1.7346 -6.1365 -3.8462
H22 -0.8068 -4.8062 -5.7128
H23 -0.1230 -2.4816 -5.3519
H24 -1.4674 -0.9025 -5.6572
H25 -1.1503 0.4853 -7.6539
H26 0.3732 2.4302 -7.5904
H27 1.5987 2.9627 -5.5029
H28 1.3300 1.5392 -3.5209
N1 -3.9749 -0.1071 -4.8827
C37 -3.4598 -0.0171 -3.6413
S2 -2.6318 1.4311 -3.1786
N2 -3.6316 -1.0435 -2.8422
N3 -3.1413 -0.8474 -1.5998
C38 -3.6366 -1.6070 -0.6494
C39 -3.3600 -1.1974 0.6851
C40 -3.9976 -1.7312 1.8125
C41 -3.8580 -1.0981 3.0232
C42 -3.0449 0.0333 3.1067
C43 -2.3934 0.4642 1.9744
N4 -2.5395 -0.1218 0.7807
H29 -4.5921 -0.8738 -5.0931
H30 -3.9919 0.7130 -5.4604
H31 -4.3338 -2.3991 -0.8924
H32 -4.6246 -2.6043 1.6916
H33 -4.3847 -1.4535 3.8986
H34 -2.9227 0.5627 4.0406
H35 -1.7389 1.3241 2.0152
F1 0.4804 4.5532 1.4260
C44 -0.3644 5.0956 0.5231
F2 -0.7221 6.3021 0.9994
F3 0.3303 5.3034 -0.6019
C45 -1.5684 4.2195 0.3159
C46 -2.8033 4.6253 0.7757
C47 -3.9152 3.8054 0.5882
C48 -3.7297 2.5889 -0.0212
N5 -2.5290 2.1700 -0.4294
C49 -1.4417 2.9547 -0.2980
S3 -0.0094 2.2688 -0.9427
H36 -2.8990 5.5821 1.2698
H37 -4.8956 4.1234 0.9091
H38 -4.5550 1.9108 -0.2037

Atomic partial charges in e from the Löwdin method, atoms 1 to 99: number 1, Ti, carries 0.531; number 2, O, carries -0.649; number 3, S, carries 0.942; number 4, C, carries -0.358; number 5, C, carries -0.068; number 6, C, carries -0.050; number 7, C, carries -0.045; number 8, C, carries -0.073; number 9, C, carries -0.357; number 10, P, carries 1.102; number 11, C, carries -0.387; number 12, C, carries -0.116; number 13, C, carries -0.080; number 14, C, carries -0.082; number 15, C, carries -0.076; number 16, C, carries -0.105; number 17, C, carries -0.370; number 18, C, carries -0.108; number 19, C, carries -0.073; number 20, C, carries -0.075; number 21, C, carries -0.072; number 22, C, carries -0.096; number 23, C, carries -0.365; number 24, C, carries -0.078; number 25, C, carries -0.048; number 26, C, carries -0.042; number 27, C, carries -0.060; number 28, C, carries -0.299; number 29, P, carries 1.068; number 30, C, carries -0.323; number 31, C, carries -0.106; number 32, C, carries -0.069; number 33, C, carries -0.073; number 34, C, carries -0.064; number 35, C, carries -0.089; number 36, C, carries -0.405; number 37, C, carries -0.128; number 38, C, carries -0.068; number 39, C, carries -0.070; number 40, C, carries -0.059; number 41, C, carries -0.109; number 42, H, carries 0.125; number 43, H, carries 0.115; number 44, H, carries 0.116; number 45, H, carries 0.118; number 46, H, carries 0.105; number 47, H, carries 0.106; number 48, H, carries 0.106; number 49, H, carries 0.108; number 50, H, carries 0.107; number 51, H, carries 0.086; number 52, H, carries 0.108; number 53, H, carries 0.107; number 54, H, carries 0.108; number 55, H, carries 0.097; number 56, H, carries 0.123; number 57, H, carries 0.116; number 58, H, carries 0.116; number 59, H, carries 0.111; number 60, H, carries 0.081; number 61, H, carries 0.108; number 62, H, carries 0.108; number 63, H, carries 0.110; number 64, H, carries 0.091; number 65, H, carries 0.089; number 66, H, carries 0.109; number 67, H, carries 0.108; number 68, H, carries 0.111; number 69, H, carries 0.089; number 70, N, carries 0.102; number 71, C, carries -0.827; number 72, S, carries 0.739; number 73, N, carries 0.011; number 74, N, carries -0.187; number 75, C, carries -0.052; number 76, C, carries -0.237; number 77, C, carries 0.008; number 78, C, carries -0.033; number 79, C, carries -0.027; number 80, C, carries -0.100; number 81, N, carries -0.016; number 82, H, carries 0.111; number 83, H, carries 0.095; number 84, H, carries 0.141; number 85, H, carries 0.124; number 86, H, carries 0.119; number 87, H, carries 0.117; number 88, H, carries 0.113; number 89, F, carries 0.129; number 90, C, carries -0.599; number 91, F, carries 0.139; number 92, F, carries 0.138; number 93, C, carries -0.099; number 94, C, carries 0.029; number 95, C, carries -0.023; number 96, C, carries -0.109; number 97, N, carries -0.178; number 98, C, carries -0.657; number 99, S, carries 0.718

Record 2
A molecular structure, C49H39AsN2NaO4PS2Se2. Source: OMol25; level of theory: wB97M-V/def2-TZVPD.

## Properties
**Total charge**: -2
**E_LUMO**: 3.5337 eV
**Orbital gap**: 5.2 eV
**Electronic energy**: -10639.79242 Ha
**Maximum force**: 2.36 eV/A
**HOMO level**: -1.6 eV
**Spin multiplicity**: 1

Geometry (Å):
Na1 0.5074 -0.5371 -0.0171
Se1 2.4377 -1.3433 1.7071
P1 2.5901 -3.0233 0.3609
Se2 1.3736 -3.7884 -1.2111
C1 2.6367 -4.3505 1.6269
C2 1.4353 -4.9599 1.9658
C3 1.3763 -5.8435 3.0270
C4 2.5211 -6.1224 3.7560
C5 3.7218 -5.5174 3.4186
C6 3.7822 -4.6264 2.3627
C7 4.2906 -3.0134 -0.3070
C8 4.8147 -4.1997 -0.8071
C9 6.0549 -4.2106 -1.4139
C10 6.7663 -3.0280 -1.5549
C11 6.2470 -1.8453 -1.0559
C12 5.0144 -1.8387 -0.4275
H1 0.5468 -4.7289 1.3909
H2 0.4330 -6.3009 3.2964
H3 2.4777 -6.8094 4.5913
H4 4.6152 -5.7236 3.9950
H5 4.7101 -4.1260 2.1096
H6 4.2273 -5.1047 -0.7222
H7 6.4646 -5.1409 -1.7890
H8 7.7240 -3.0318 -2.0592
H9 6.7980 -0.9210 -1.1648
H10 4.6024 -0.9218 -0.0267
S1 -1.6266 -1.9548 0.5954
C13 -3.1433 -1.6694 -0.1420
C14 -4.1515 -2.6433 -0.1248
C15 -5.4042 -2.3676 -0.6255
C16 -5.6950 -1.1035 -1.1201
C17 -4.6959 -0.1387 -1.1677
C18 -3.4088 -0.4191 -0.7463
As1 -1.8722 0.7922 -0.7691
C19 -0.9638 0.2261 -2.3839
C20 -0.3461 1.2220 -3.1339
C21 0.3786 0.9208 -4.2702
C22 0.4951 -0.3951 -4.6844
C23 -0.1216 -1.3957 -3.9545
C24 -0.8385 -1.0870 -2.8108
C25 -2.7709 2.2634 -1.7551
C26 -2.7770 3.5526 -1.2399
C27 -3.3421 4.6011 -1.9468
C28 -3.8888 4.3794 -3.1981
C29 -3.8897 3.0991 -3.7267
C30 -3.3429 2.0546 -3.0074
H11 -3.9251 -3.6101 0.3033
H12 -6.1683 -3.1382 -0.6267
H13 -6.6901 -0.8696 -1.4797
H14 -4.9390 0.8495 -1.5489
H15 -0.4457 2.2599 -2.8276
H16 0.8649 1.7105 -4.8294
H17 1.0677 -0.6353 -5.5720
H18 -0.0406 -2.4258 -4.2719
H19 -1.3103 -1.8877 -2.2553
H20 -2.3123 3.7261 -0.2743
H21 -3.3569 5.5944 -1.5190
H22 -4.3139 5.1998 -3.7609
H23 -4.3158 2.9185 -4.7050
H24 -3.3497 1.0521 -3.4242
O1 0.8730 1.5046 -0.3303
C31 1.6417 2.0066 -1.1441
C32 2.5464 1.3385 -2.0313
C33 3.3179 2.0840 -2.9114
C34 4.1648 1.4704 -3.8283
C35 4.2633 0.0582 -3.8560
C36 3.5407 -0.6952 -2.9976
C37 2.6491 -0.1090 -2.0317
O2 1.9959 -0.8144 -1.2439
N1 4.8899 2.2332 -4.7452
O3 4.8110 3.4673 -4.6920
O4 5.5789 1.6589 -5.5995
H25 1.6485 3.1135 -1.2455
H26 3.2551 3.1647 -2.9167
H27 4.9222 -0.3945 -4.5833
H28 3.5883 -1.7748 -3.0106
N2 -0.8913 0.5345 2.6987
S2 -0.6573 1.9620 3.2245
C38 -1.3605 1.9529 4.9628
C39 -2.1268 0.8603 5.3216
C40 -2.6463 0.7759 6.5997
C41 -2.3908 1.7854 7.5153
C42 -1.5946 2.8629 7.1605
C43 -1.0706 2.9478 5.8790
C44 -2.1678 2.8170 2.6605
C45 -2.3218 4.1676 2.9101
C46 -3.4634 4.8125 2.4688
C47 -4.4303 4.1102 1.7695
C48 -4.2785 2.7525 1.5464
C49 -3.1414 2.0982 1.9926
H29 -0.0223 0.0326 2.5662
H30 -2.2941 0.0882 4.5835
H31 -3.2449 -0.0767 6.8900
H32 -2.8100 1.7303 8.5117
H33 -1.3757 3.6357 7.8862
H34 -0.4372 3.7784 5.5971
H35 -1.5555 4.7091 3.4438
H36 -3.5985 5.8651 2.6727
H37 -5.3058 4.6240 1.4007
H38 -5.0369 2.2017 1.0124
H39 -2.9932 1.0352 1.8450

Atomic partial charges in e from the Löwdin method, atoms 1 to 99: number 1, Na, carries -0.290; number 2, Se, carries 0.401; number 3, P, carries 0.153; number 4, Se, carries 0.287; number 5, C, carries -0.443; number 6, C, carries -0.123; number 7, C, carries -0.095; number 8, C, carries -0.122; number 9, C, carries -0.110; number 10, C, carries -0.111; number 11, C, carries -0.417; number 12, C, carries -0.123; number 13, C, carries -0.100; number 14, C, carries -0.110; number 15, C, carries -0.095; number 16, C, carries -0.126; number 17, H, carries 0.065; number 18, H, carries 0.095; number 19, H, carries 0.085; number 20, H, carries 0.089; number 21, H, carries 0.104; number 22, H, carries 0.094; number 23, H, carries 0.092; number 24, H, carries 0.088; number 25, H, carries 0.099; number 26, H, carries 0.064; number 27, S, carries 0.589; number 28, C, carries -0.765; number 29, C, carries -0.147; number 30, C, carries -0.133; number 31, C, carries -0.139; number 32, C, carries -0.140; number 33, C, carries -0.398; number 34, As, carries 1.351; number 35, C, carries -0.374; number 36, C, carries -0.138; number 37, C, carries -0.091; number 38, C, carries -0.094; number 39, C, carries -0.083; number 40, C, carries -0.102; number 41, C, carries -0.370; number 42, C, carries -0.117; number 43, C, carries -0.103; number 44, C, carries -0.115; number 45, C, carries -0.095; number 46, C, carries -0.131; number 47, H, carries 0.085; number 48, H, carries 0.086; number 49, H, carries 0.077; number 50, H, carries 0.082; number 51, H, carries 0.108; number 52, H, carries 0.105; number 53, H, carries 0.099; number 54, H, carries 0.099; number 55, H, carries 0.081; number 56, H, carries 0.091; number 57, H, carries 0.092; number 58, H, carries 0.088; number 59, H, carries 0.095; number 60, H, carries 0.114; number 61, O, carries -0.088; number 62, C, carries -0.208; number 63, C, carries -0.124; number 64, C, carries 0.046; number 65, C, carries -0.195; number 66, C, carries 0.000; number 67, C, carries 0.002; number 68, C, carries -0.350; number 69, O, carries -0.212; number 70, N, carries -0.380; number 71, O, carries -0.001; number 72, O, carries 0.003; number 73, H, carries 0.131; number 74, H, carries 0.121; number 75, H, carries 0.112; number 76, H, carries 0.115; number 77, N, carries -0.335; number 78, S, carries 0.999; number 79, C, carries -0.349; number 80, C, carries -0.076; number 81, C, carries -0.083; number 82, C, carries -0.110; number 83, C, carries -0.104; number 84, C, carries -0.107; number 85, C, carries -0.374; number 86, C, carries -0.103; number 87, C, carries -0.098; number 88, C, carries -0.104; number 89, C, carries -0.078; number 90, C, carries -0.107; number 91, H, carries -0.066; number 92, H, carries 0.105; number 93, H, carries 0.100; number 94, H, carries 0.092; number 95, H, carries 0.093; number 96, H, carries 0.098; number 97, H, carries 0.098; number 98, H, carries 0.094; number 99, H, carries 0.098

> Which of these has the highest spin multiplicity?

C49H38F3N5OP2S3Ti

> Which of these has the lowest spin multiplicity?

C49H39AsN2NaO4PS2Se2